# 1
A structure of composition C23H41N2OOsP3, computed with ωB97M-V/def2-TZVPD.

Summary:
- charge = +4
- spin multiplicity = 5
- expectation value of S² = 6.046
- calculated total energy (eV) = -59833.881
- F_max (eV Å⁻¹) = 4.02

Structure (XYZ):
```
71
Properties=species:S:1:pos:R:3:forces:R:3
Os -0.083 0.121 -0.002 2.77 0.51 1.01
P -1.333 1.752 1.013 -1.25 2.15 1.95
P -0.328 0.936 -2.194 -0.73 0.06 -3.07
P -1.807 -1.392 -0.102 -1.85 -1.61 0.28
O 1.307 -1.394 -0.794 0.65 -1.07 0.42
N 1.651 1.200 0.751 0.90 -1.62 0.23
N 2.260 2.944 5.188 0.08 -0.55 -2.82
C 2.174 -3.493 -1.423 -0.24 -0.67 -0.17
C -1.393 1.453 2.833 0.34 -0.28 -0.09
C 2.288 -5.225 0.260 0.04 -0.25 -0.46
C 3.144 3.288 1.761 0.13 0.27 -0.03
C -1.634 2.185 -2.496 -0.01 -0.08 0.16
C 1.145 1.686 -2.980 0.31 0.05 0.36
C -2.326 -1.901 1.580 0.15 -0.15 -0.17
C 1.785 1.335 2.081 -0.12 0.78 0.52
C 4.345 -8.162 0.164 -0.34 -0.45 3.96
C -1.470 -2.974 -0.964 0.49 0.13 0.00
C -3.108 2.104 0.693 -0.28 -0.32 -0.52
C 2.108 -4.275 1.267 0.02 0.95 0.87
C 3.277 2.905 0.436 0.01 -0.28 -0.34
C 2.326 -4.829 -1.084 0.22 0.78 -0.61
C 4.525 -8.100 -1.166 0.70 -0.07 -3.96
C 1.817 -2.538 -0.415 -0.74 1.20 -0.29
C 2.551 1.820 -0.037 -0.14 0.73 -0.19
C -0.631 3.458 0.945 0.32 -0.29 -0.20
C 2.431 2.452 2.620 0.01 -0.46 0.41
C -3.381 -0.890 -0.917 0.10 0.24 -0.04
C 1.928 -2.937 0.955 -0.23 -0.32 0.54
C -0.678 -0.471 -3.323 0.05 0.26 0.02
C 2.336 2.725 4.038 0.05 0.27 2.35
H -0.826 -3.612 -0.350 -0.10 0.06 -0.05
H -2.932 -1.126 2.066 0.05 -0.22 -0.19
H 2.425 -6.279 0.519 -0.19 0.39 0.01
H -3.666 1.986 1.631 0.19 -0.01 -0.21
H -0.382 1.462 3.262 -0.52 0.08 -0.02
H 5.424 -7.650 -1.598 -0.20 -0.08 0.09
H 2.204 -3.141 -2.449 0.01 -0.18 0.03
H 3.916 3.445 -0.250 0.08 -0.03 0.11
H -1.429 -2.077 2.186 -0.28 -0.05 -0.11
H -1.573 2.489 -3.550 -0.03 -0.08 0.24
H 5.092 -7.766 0.859 -0.19 -0.07 -0.17
H 3.803 -8.537 -1.861 0.15 0.11 0.15
H 3.472 -8.658 0.599 0.21 0.11 -0.11
H -3.217 3.144 0.357 0.09 -0.33 0.05
H -2.899 -2.833 1.512 -0.05 0.26 0.06
H -0.330 3.732 -0.070 -0.01 0.00 0.10
H -1.996 2.252 3.287 0.19 -0.16 -0.16
H 2.122 -4.590 2.316 0.01 0.18 -0.41
H 1.357 0.555 2.713 -0.16 0.53 -0.16
H 2.495 -5.548 -1.884 -0.05 0.11 0.19
H -3.848 -1.781 -1.359 0.12 0.23 0.18
H 1.806 -2.171 1.725 0.01 -0.41 -0.18
H 0.244 3.542 1.603 -0.29 0.01 -0.18
H -0.966 -2.793 -1.919 -0.14 -0.08 0.18
H 1.952 0.942 -2.998 -0.13 0.15 -0.09
H -1.464 3.066 -1.864 -0.05 -0.16 -0.22
H 0.925 1.999 -4.012 -0.15 -0.18 0.32
H 0.129 -1.207 -3.210 -0.18 0.21 -0.09
H -1.638 -0.950 -3.097 0.22 0.19 -0.14
H -2.636 1.790 -2.294 0.24 0.11 -0.08
H 3.630 4.188 2.133 -0.07 -0.19 -0.01
H -0.689 -0.094 -4.353 -0.04 -0.16 0.17
H -3.554 1.448 -0.057 0.05 0.27 0.14
H -4.067 -0.464 -0.176 0.13 -0.18 -0.20
H 0.055 -0.818 1.331 -0.28 -0.47 0.08
H 1.479 2.559 -2.407 -0.13 -0.12 -0.28
H -1.404 4.168 1.267 0.19 -0.26 0.05
H -1.858 0.480 3.037 0.09 0.30 0.02
H -3.213 -0.159 -1.716 -0.14 -0.22 0.18
H 2.669 1.457 -1.057 -0.25 0.25 0.36
H -2.415 -3.494 -1.161 0.21 0.16 0.19
```
Forces are in eV/Å.



# 2
A structure of composition C26H30MnN5SSi, computed with ωB97M-V/def2-TZVPD.

Summary:
- charge = +3
- spin multiplicity = 4
- expectation value of S² = 3.819
- calculated total energy (eV) = -84907.441
- F_max (eV Å⁻¹) = 1.17

Structure (XYZ):
```
64
Properties=species:S:1:pos:R:3:forces:R:3
Mn 0.472 0.224 -1.071 -0.29 -1.04 0.45
S -2.328 1.458 0.572 0.05 -0.16 0.01
Si -2.564 1.782 4.095 -0.22 -0.19 0.90
N 0.971 -0.036 -3.019 0.01 0.29 0.17
N 0.246 1.194 0.890 0.82 -0.19 -0.39
N 0.734 -1.711 -0.919 0.07 0.14 -0.22
N -1.358 -0.420 -1.932 0.46 0.24 -0.04
N 2.575 0.253 -0.963 -0.46 0.24 -0.20
C 5.330 0.292 -1.251 -0.06 0.00 0.04
C -2.364 -1.102 -1.363 0.00 0.02 0.23
C 0.203 2.129 3.521 0.17 0.03 0.09
C 4.507 0.598 -2.328 0.03 0.01 0.06
C -0.181 0.448 -3.821 -0.35 0.16 0.00
C -4.185 1.200 3.359 0.23 0.19 -0.14
C 1.071 -2.335 -2.060 0.00 0.09 -0.03
C 3.374 -0.099 0.057 0.03 -0.27 0.09
C -2.670 3.514 4.822 0.06 -0.38 -0.47
C -3.500 -1.458 -2.058 -0.01 0.01 -0.05
C 1.352 1.639 1.493 -0.04 -0.05 -0.13
C -0.946 1.383 1.560 -0.39 0.23 -0.08
C -2.020 0.545 5.431 -0.11 0.42 -0.59
C 1.219 -3.709 -2.098 0.05 -0.01 -0.04
C 1.292 -1.470 -3.281 0.02 -0.28 0.17
C 3.139 0.565 -2.147 0.06 -0.03 -0.11
C 0.537 -2.418 0.205 -0.09 0.19 0.23
C -3.607 -1.107 -3.398 0.07 0.02 -0.01
C 1.016 -4.447 -0.941 -0.01 0.07 0.04
C -2.537 -0.470 -4.010 -0.01 -0.01 0.04
C 1.369 2.150 2.782 -0.13 0.09 0.27
C 4.750 -0.079 -0.045 -0.02 -0.02 -0.04
C -1.424 -0.166 -3.252 -0.02 0.00 -0.08
C -1.007 1.753 2.930 -0.21 -0.16 -0.47
C 2.144 0.853 -3.229 0.26 0.22 0.04
C 0.669 -3.789 0.234 0.03 -0.03 -0.09
H -0.063 0.212 -4.880 0.08 -0.02 0.01
H -4.910 1.109 4.172 0.10 0.02 0.07
H -1.051 0.805 5.858 -0.02 -0.06 0.09
H -1.780 3.785 5.391 0.00 0.01 0.01
H 6.407 0.318 -1.355 0.00 0.01 -0.02
H -2.828 4.260 4.040 -0.01 0.06 0.06
H 2.335 -1.567 -3.589 0.00 0.09 -0.02
H -4.116 0.222 2.881 0.05 -0.02 0.00
H 2.572 0.736 -4.227 -0.05 -0.08 -0.01
H 2.890 -0.417 0.972 0.03 0.01 -0.04
H -3.525 3.551 5.499 0.00 0.00 0.02
H 5.354 -0.356 0.808 -0.01 -0.02 0.00
H 0.221 2.447 4.557 0.00 0.02 -0.02
H 0.687 -1.849 -4.106 -0.04 0.08 -0.01
H -2.763 0.564 6.228 0.02 -0.03 0.05
H 2.293 2.527 3.198 0.02 -0.02 -0.02
H -4.598 1.905 2.638 0.00 0.01 -0.02
H 4.926 0.859 -3.291 -0.03 0.00 -0.01
H -2.245 -1.372 -0.324 -0.03 0.09 0.09
H 0.262 -1.850 1.086 0.01 -0.02 0.00
H 1.498 -4.195 -3.024 -0.02 0.00 0.00
H -1.974 -0.468 5.027 0.02 -0.03 0.08
H -4.491 -1.355 -3.970 -0.02 -0.01 0.03
H 0.503 -4.328 1.156 0.00 0.01 0.01
H -0.239 1.537 -3.732 0.11 -0.01 -0.02
H 2.274 1.606 0.935 -0.17 0.13 0.08
H 1.127 -5.524 -0.953 0.00 0.00 -0.01
H -4.292 -2.000 -1.560 0.03 0.00 0.04
H 1.811 1.892 -3.142 -0.07 -0.03 -0.07
H -2.565 -0.220 -5.062 0.04 -0.02 0.00
```
Forces are in eV/Å.



# 3
An isolated molecule of C23H23NO4S, computed with ωB97M-V/def2-TZVPD.

Summary:
- structure (SMILES) = Cc1ccc(S(=O)(=O)NCCC(c2ccccc2)c2ccccc2)cc1C(=O)O
- calculated total energy (eV) = -44740.290
- F_max (eV Å⁻¹) = 0.88

Structure (XYZ):
```
52
Properties=species:S:1:pos:R:3:forces:R:3
S 0.289 1.338 0.438 0.09 0.39 -0.72
O 0.837 0.326 1.296 0.25 -0.03 -0.21
O 5.362 0.754 -0.270 -0.18 -0.53 0.19
O 6.356 2.616 -0.961 -0.05 0.05 0.00
O -0.742 2.205 0.924 0.04 0.15 -0.29
N -0.244 0.690 -1.002 0.06 0.45 0.75
C -3.867 1.190 1.751 -0.06 0.07 0.06
C 1.640 2.341 -0.172 -0.29 -0.28 0.33
C -2.892 -5.788 0.911 -0.03 -0.10 0.02
C 2.922 1.844 -0.169 0.13 -0.05 0.05
C -2.914 0.618 2.574 -0.08 -0.03 0.08
C -3.126 -0.211 -0.051 -0.01 -0.05 -0.02
C 1.369 3.598 -0.679 -0.01 0.06 0.03
C -3.679 -4.773 0.396 -0.07 -0.04 -0.05
C -1.047 -4.264 1.049 -0.01 0.04 -0.03
C -3.151 -3.508 0.207 0.01 -0.01 -0.02
C -3.972 0.770 0.438 -0.11 0.07 -0.08
C -1.572 -5.529 1.238 0.03 -0.11 0.02
C -1.214 -1.872 0.302 -0.04 -0.21 -0.21
C 0.230 -0.620 -1.391 0.26 -0.41 -0.34
C -1.828 -3.238 0.531 0.07 -0.02 0.10
C 2.405 4.358 -1.187 -0.06 -0.13 0.05
C -0.767 -1.758 -1.165 0.24 0.29 0.25
C 5.340 2.037 -0.664 0.49 0.09 -0.10
C 3.716 3.887 -1.204 0.04 -0.23 0.09
C 4.797 4.749 -1.762 0.14 0.13 -0.06
C -2.069 -0.359 2.084 -0.14 -0.07 -0.01
C 3.972 2.606 -0.685 -0.40 0.04 0.03
C -2.154 -0.783 0.763 -0.05 0.00 0.17
H 5.332 4.230 -2.554 0.06 0.06 -0.03
H 1.131 -0.798 -0.800 0.04 -0.20 -0.18
H -1.318 -0.791 2.728 0.11 -0.04 0.05
H -3.779 -2.722 -0.184 -0.07 0.07 -0.01
H -3.237 -0.520 -1.082 0.02 -0.04 -0.07
H 3.108 0.869 0.252 0.07 -0.08 0.02
H -4.714 1.209 -0.215 -0.05 0.03 -0.03
H -0.312 -1.800 0.919 -0.10 -0.05 -0.04
H 5.532 4.977 -0.992 0.06 0.05 -0.05
H 0.354 3.960 -0.653 -0.11 0.15 -0.05
H -4.712 -4.966 0.142 -0.08 -0.01 -0.02
H -0.951 -6.315 1.644 0.05 -0.06 0.04
H 0.511 -0.584 -2.451 0.06 -0.05 0.16
H -2.822 0.940 3.600 0.02 0.04 0.09
H 4.387 5.677 -2.152 -0.06 0.05 -0.02
H -4.522 1.961 2.128 -0.05 0.07 0.03
H -0.275 -2.692 -1.451 -0.06 0.04 -0.06
H -1.233 0.840 -1.127 -0.15 0.20 0.17
H -0.016 -4.067 1.309 0.11 0.04 0.04
H -3.306 -6.775 1.059 -0.03 -0.07 0.02
H 6.277 0.433 -0.259 -0.08 0.31 -0.08
H 2.199 5.344 -1.579 0.00 0.08 -0.03
H -1.628 -1.632 -1.823 -0.05 -0.10 -0.06
```
Forces are in eV/Å.



# 4
A structure of composition C29H32N4O5S2V, computed with ωB97M-V/def2-TZVPD.

Summary:
- charge = +2
- spin multiplicity = 2
- expectation value of S² = 0.760
- calculated total energy (eV) = -94136.650
- F_max (eV Å⁻¹) = 3.25

Structure (XYZ):
```
73
Properties=species:S:1:pos:R:3:forces:R:3
V 1.832 0.011 0.724 -0.97 -0.88 2.04
S 2.694 -1.597 3.585 0.19 0.09 -0.24
S -0.032 0.966 1.932 -0.16 -0.10 -0.14
O 2.854 -4.488 -2.125 -0.16 0.03 0.07
O 2.649 -0.852 2.213 -0.11 0.14 -0.08
O 2.556 1.473 0.419 1.66 2.69 -0.76
O 0.914 -1.311 -0.008 -0.35 -1.28 -0.96
O -1.529 4.980 -0.446 -0.05 -0.01 0.11
N 3.099 -0.657 -0.722 0.01 -0.72 -0.34
N -1.087 3.070 0.715 -0.26 0.26 0.12
N -1.253 1.073 -0.441 0.02 -0.01 -0.28
N 2.769 -1.950 -1.169 0.20 0.50 0.08
C -3.954 2.517 0.607 -0.09 -0.03 0.15
C 3.804 3.471 -0.053 -0.13 0.32 0.24
C -1.086 -4.838 -0.876 0.01 -0.09 -0.03
C -3.400 3.520 -0.184 -0.03 0.24 0.35
C 1.427 -0.853 4.640 -0.14 -0.06 0.04
C 1.588 -4.554 -1.695 0.11 -0.07 -0.09
C 5.422 1.972 -1.771 0.15 -0.07 -0.14
C -0.407 -5.885 -1.517 -0.09 -0.06 0.00
C -1.997 3.961 -0.040 0.14 -0.08 -0.06
C 0.169 -1.746 4.596 0.06 0.05 -0.07
C -5.287 2.172 0.445 0.04 0.01 0.04
C 1.727 -3.084 3.306 -0.11 0.00 -0.11
C -4.181 4.184 -1.129 -0.06 0.12 -0.09
C 1.579 -2.252 -0.763 0.18 0.53 0.11
C -6.060 2.823 -0.507 -0.06 0.00 -0.02
C 4.365 1.362 -1.097 -0.02 -0.52 -0.11
C -0.867 1.766 0.608 -0.01 -0.11 -0.01
C 4.865 4.059 -0.728 0.07 0.07 -0.04
C -0.418 -3.667 -0.640 0.01 0.07 0.06
C 5.675 3.316 -1.582 0.03 0.07 0.00
C 3.579 2.134 -0.246 -0.51 -0.72 0.19
C 0.926 -3.501 -1.040 -0.33 0.11 0.18
C 0.271 -2.634 3.356 0.10 0.01 0.11
C -2.319 0.381 -2.531 -0.04 -0.12 0.12
C -1.714 1.550 -1.770 0.02 -0.20 0.03
C 4.043 -0.031 -1.334 0.00 0.00 -0.03
C 0.901 -5.749 -1.916 0.07 -0.10 -0.06
C -3.689 -0.024 -1.989 0.03 0.00 -0.03
C -5.509 3.830 -1.294 0.02 -0.02 0.00
H 1.431 -6.552 -2.414 -0.05 0.05 0.03
H 2.066 -3.524 2.369 0.02 -0.04 0.00
H 1.990 -3.754 4.131 -0.01 0.01 -0.03
H 6.039 1.381 -2.441 -0.06 0.07 0.07
H -0.567 3.541 1.440 0.06 0.10 0.03
H 3.208 -3.598 -1.963 0.12 0.04 -0.02
H -7.103 2.552 -0.630 0.08 0.03 0.01
H -0.922 -6.819 -1.705 0.03 0.05 0.01
H -0.403 -3.488 3.401 0.03 -0.01 0.03
H 4.584 -0.574 -2.103 0.05 0.01 -0.06
H -1.625 -0.470 -2.498 -0.02 0.05 -0.06
H -4.071 -0.904 -2.507 0.04 0.05 0.02
H -0.918 -2.845 -0.141 0.03 -0.04 -0.02
H 1.873 -0.770 5.633 -0.03 0.02 -0.04
H -0.868 1.984 -2.300 0.17 -0.01 0.01
H -4.412 0.786 -2.128 0.06 -0.06 0.04
H -2.118 -4.956 -0.575 0.04 0.00 -0.01
H 6.497 3.792 -2.101 -0.05 -0.02 0.04
H -0.732 -1.136 4.583 0.01 0.04 0.02
H 5.057 5.114 -0.584 0.00 -0.03 -0.02
H -1.084 0.082 -0.369 -0.04 -0.18 -0.03
H -3.732 4.971 -1.725 -0.04 -0.03 0.04
H 0.030 -2.069 2.456 -0.03 0.02 -0.09
H -5.728 1.405 1.071 0.03 0.05 -0.04
H -3.653 -0.255 -0.919 0.00 0.01 -0.11
H 1.285 0.155 4.253 -0.02 0.03 0.00
H 0.138 -2.364 5.493 -0.01 0.01 0.02
H -2.395 0.671 -3.579 -0.02 -0.01 -0.01
H -6.118 4.344 -2.027 0.03 -0.03 0.04
H -2.469 2.320 -1.641 0.15 -0.24 -0.16
H -3.365 2.023 1.373 -0.04 0.04 -0.04
H 3.166 4.041 0.610 0.05 -0.02 -0.03
```
Forces are in eV/Å.